# C33H69Cl22IN6O8PS

A 12-piece molecular cluster, C33H69Cl22IN6O8PS overall in a non-equilibrium geometry (ωB97M-V/def2-TZVPD, the OMol25 dataset).

Last columns: bonded neighbours and bond lengths (Å).
CARTESIAN COORDINATES (ANGSTROEM)
1 C -4.641 0.353 2.312  C2 1.532, H40 1.094, H41 1.096, H42 1.093
2 C -4.248 1.471 1.341  C1 1.532, C3 1.543, H43 1.094, H44 1.094
3 C -4.288 1.025 -0.136  C2 1.543, C4 1.547, H45 1.092, H46 1.094
4 C -3.226 1.667 -1.059  C3 1.547, N5 1.461, H47 1.093, H48 1.090
5 N -2.214 0.782 -1.631  C4 1.461, C6 1.437, H49 1.010
6 C -1.176 0.220 -0.811  N5 1.437, C7 1.541, C11 1.537, N36 1.521
7 C -0.592 1.247 0.179  C6 1.541, O8 1.418, H50 1.094, H51 1.091
8 O 0.150 2.243 -0.505  C7 1.418, N9 1.429
9 N -0.544 3.491 -0.489  O8 1.429, O10 1.161
10 O -0.419 4.039 -1.505  N9 1.161
11 C -1.589 -1.009 0.016  C6 1.537, C12 1.530, H52 1.089, H53 1.096
12 C -1.900 -2.269 -0.795  C11 1.530, O13 1.396, P17 1.926, N20 1.501
13 O -3.139 -2.094 -1.415  C12 1.396, C14 1.441
14 C -3.949 -3.228 -1.781  O13 1.441, C15 1.521, H54 1.095, H55 1.094
15 C -5.052 -3.559 -0.787  C14 1.521, C16 1.532, H56 1.097, H57 1.093
16 C -5.892 -2.344 -0.381  C15 1.532, H58 1.091, H59 1.093, H60 1.093
17 P -1.962 -3.781 0.397  C12 1.926, O18 1.641, I19 2.439
18 O -2.695 -3.010 1.647  P17 1.641, H61 0.965
19 I 0.343 -3.935 1.180  P17 2.439
20 N -0.799 -2.507 -1.786  C12 1.501, C21 1.486, C26 1.426
21 C -1.218 -2.573 -3.210  N20 1.486, O22 1.389, H62 1.094, H63 1.092
22 O -0.099 -2.728 -4.018  C21 1.389, C23 1.429
23 C 0.342 -4.087 -4.079  O22 1.429, C24 1.524, H64 1.099, H65 1.098
24 C 1.516 -4.255 -5.036  C23 1.524, C25 1.528, H66 1.094, H67 1.094
25 C 2.499 -3.085 -5.054  C24 1.528, H68 1.090, H69 1.089, H70 1.098
26 C 0.236 -1.535 -1.648  N20 1.426, N27 1.295, N36 1.374
27 N 1.421 -2.002 -1.416  C26 1.295, C28 1.459, H71 1.013
28 C 2.592 -1.214 -1.045  N27 1.459, C29 1.525, H72 1.092, H73 1.092
29 C 3.339 -1.891 0.099  C28 1.525, C30 1.545, H74 1.093, H75 1.088
30 C 4.454 -0.955 0.616  C29 1.545, C31 1.544, H76 1.095, H77 1.087
31 C 4.087 -0.338 1.982  C30 1.544, S32 1.774, H78 1.092, H79 1.092
32 S 3.734 1.399 1.902  C31 1.774, O33 1.433, O34 1.438, O35 1.591
33 O 2.952 1.767 3.046  S32 1.433
34 O 3.229 1.702 0.591  S32 1.438
35 O 5.154 2.094 2.077  S32 1.591, H80 0.970
36 N 0.027 -0.177 -1.652  C6 1.521, C26 1.374, C37 1.492
37 C 0.130 0.503 -2.976  N36 1.492, C38 1.523, H81 1.088, H82 1.093
38 C 1.472 0.373 -3.684  C37 1.523, N39 1.464, H83 1.091, H84 1.096
39 N 2.516 1.168 -3.036  C38 1.464, H85 1.010, H86 1.010
40 H -5.710 0.138 2.228  C1 1.094
41 H -4.080 -0.569 2.123  C1 1.096
42 H -4.455 0.654 3.346  C1 1.093
43 H -4.991 2.263 1.471  C2 1.094
44 H -3.288 1.918 1.616  C2 1.094
45 H -4.249 -0.064 -0.207  C3 1.092
46 H -5.272 1.310 -0.521  C3 1.094
47 H -3.752 2.096 -1.917  C4 1.093
48 H -2.771 2.522 -0.559  C4 1.090
49 H -2.640 0.089 -2.229  N5 1.010
50 H 0.108 0.718 0.832  C7 1.094
51 H -1.359 1.695 0.813  C7 1.091
52 H -2.483 -0.775 0.591  C11 1.089
53 H -0.815 -1.241 0.757  C11 1.096
54 H -4.432 -2.929 -2.717  C14 1.095
55 H -3.342 -4.106 -2.019  C14 1.094
56 H -5.695 -4.265 -1.327  C15 1.097
57 H -4.675 -4.110 0.078  C15 1.093
58 H -6.925 -2.624 -0.174  C16 1.091
59 H -5.496 -1.880 0.526  C16 1.093
60 H -5.875 -1.569 -1.152  C16 1.093
61 H -3.372 -3.581 2.031  O18 0.965
62 H -1.866 -3.448 -3.311  C21 1.094
63 H -1.789 -1.699 -3.529  C21 1.092
64 H 0.612 -4.456 -3.080  C23 1.099
65 H -0.495 -4.709 -4.420  C23 1.098
66 H 1.149 -4.422 -6.053  C24 1.094
67 H 2.063 -5.162 -4.761  C24 1.094
68 H 3.354 -3.312 -5.690  C25 1.090
69 H 2.011 -2.178 -5.407  C25 1.089
70 H 2.859 -2.891 -4.035  C25 1.098
71 H 1.510 -3.012 -1.422  N27 1.013
72 H 3.252 -1.073 -1.904  C28 1.092
73 H 2.259 -0.213 -0.759  C28 1.092
74 H 3.777 -2.844 -0.210  C29 1.093
75 H 2.656 -2.044 0.931  C29 1.088
76 H 4.642 -0.148 -0.100  C30 1.095
77 H 5.406 -1.462 0.749  C30 1.087
78 H 3.175 -0.758 2.411  C31 1.092
79 H 4.868 -0.467 2.735  C31 1.092
80 H 5.677 1.941 1.274  O35 0.970
81 H -0.019 1.563 -2.780  C37 1.088
82 H -0.643 0.147 -3.663  C37 1.093
83 H 1.791 -0.666 -3.770  C38 1.091
84 H 1.285 0.718 -4.708  C38 1.096
85 H 3.430 0.764 -3.185  N39 1.010
86 H 2.530 2.114 -3.390  N39 1.010
87 C 3.674 3.685 5.688  Cl88 1.768, Cl89 1.768, H90 1.084, H91 1.083
88 Cl 3.507 2.452 6.944  C87 1.768
89 Cl 2.688 5.117 6.012  C87 1.768
90 H 4.714 3.987 5.642  C87 1.084
91 H 3.354 3.253 4.748  C87 1.083
92 C 7.942 2.420 3.898  Cl93 1.774, Cl94 1.762, H95 1.083, H96 1.083
93 Cl 8.973 1.256 3.043  C92 1.774
94 Cl 7.865 2.123 5.633  C92 1.762
95 H 8.342 3.412 3.729  C92 1.083
96 H 6.937 2.334 3.503  C92 1.083
97 C 0.156 2.474 4.618  Cl98 1.761, Cl99 1.779, H100 1.084, H101 1.083
98 Cl -0.071 2.290 6.355  C97 1.761
99 Cl -1.367 2.306 3.715  C97 1.779
100 H 0.557 3.462 4.422  C97 1.084
101 H 0.841 1.709 4.276  C97 1.083
102 C 1.121 -0.654 -8.212  Cl103 1.772, Cl104 1.769, H105 1.083, H106 1.083
103 Cl 0.120 -1.330 -6.917  C102 1.772
104 Cl 2.618 0.052 -7.586  C102 1.769
105 H 1.378 -1.452 -8.898  C102 1.083
106 H 0.558 0.124 -8.713  C102 1.083
107 C 6.062 1.414 9.024  Cl108 1.766, Cl109 1.769, H110 1.083, H111 1.082
108 Cl 7.137 2.039 10.278  C107 1.766
109 Cl 5.843 -0.338 9.133  C107 1.769
110 H 5.094 1.887 9.131  C107 1.083
111 H 6.498 1.637 8.059  C107 1.082
112 C 9.585 -1.285 0.067  Cl113 1.760, Cl114 1.778, H115 1.083, H116 1.083
113 Cl 9.979 -2.934 -0.407  C112 1.760
114 Cl 7.861 -0.922 -0.170  C112 1.778
115 H 9.811 -1.159 1.119  C112 1.083
116 H 10.159 -0.597 -0.542  C112 1.083
117 C -3.342 5.577 -2.988  Cl118 1.770, Cl119 1.767, H120 1.083, H121 1.083
118 Cl -4.759 4.930 -2.148  C117 1.770
119 Cl -3.699 6.007 -4.664  C117 1.767
120 H -3.012 6.466 -2.465  C117 1.083
121 H -2.568 4.819 -2.985  C117 1.083
122 C -8.509 2.765 -0.298  Cl123 1.770, Cl124 1.771, H125 1.083, H126 1.084
123 Cl -6.954 3.412 0.249  C122 1.770
124 Cl -8.600 1.010 -0.082  C122 1.771
125 H -9.297 3.228 0.282  C122 1.083
126 H -8.604 3.002 -1.352  C122 1.084
127 C 2.822 -3.281 4.514  Cl128 1.778, Cl129 1.764, H130 1.084, H131 1.083
128 Cl 3.508 -4.359 3.277  C127 1.778
129 Cl 4.053 -2.267 5.268  C127 1.764
130 H 2.090 -2.638 4.038  C127 1.084
131 H 2.352 -3.893 5.274  C127 1.083
132 C -9.248 5.335 -4.251  Cl133 1.765, Cl134 1.773, H135 1.083, H136 1.083
133 Cl -8.702 4.098 -5.384  C132 1.765
134 Cl -8.571 5.095 -2.630  C132 1.773
135 H -8.923 6.304 -4.611  C132 1.083
136 H -10.327 5.288 -4.178  C132 1.083
137 C -1.655 -2.006 4.848  Cl138 1.770, Cl139 1.770, H140 1.083, H141 1.083
138 Cl -0.041 -1.333 5.123  C137 1.770
139 Cl -1.780 -3.665 5.455  C137 1.770
140 H -2.380 -1.391 5.367  C137 1.083
141 H -1.838 -2.017 3.780  C137 1.083

Values from the calculation:
Total charge: +1
HOMO-LUMO gap in eV: 8.46
E in eV: -364371.0798
Spin multiplicity: 1